No. 1
112
Properties=species:S:1:pos:R:3:forces:R:3 method="wB97M-V/def2-TZVPD" energy_ev=-53446.2184 charge=0
C 7.757691 -2.051242 1.412082 -0.19 -0.05 0.64
O 6.877504 -3.138762 1.239809 -0.09 -0.01 -0.34
C 5.525015 -2.770059 1.273999 -0.75 0.90 0.72
C 4.638901 -3.990806 1.327848 0.29 -0.08 -0.24
C 3.179484 -3.618862 1.170544 -0.64 -0.19 -0.34
N 4.851439 -4.733559 2.573872 0.11 -0.13 -0.25
H 8.670437 -2.467077 1.833433 0.23 0.12 -0.33
H 7.363569 -1.353043 2.161877 -0.05 0.01 -0.03
H 7.930504 -1.486485 0.493898 0.11 -0.14 -0.14
H 5.344054 -2.125960 2.153158 0.02 -0.31 0.17
H 5.176353 -2.131001 0.445243 0.51 -0.27 -0.41
H 4.960104 -4.566078 0.443433 -0.27 -0.19 0.07
H 2.537808 -4.503817 1.223373 0.17 -0.10 0.08
H 2.976496 -3.203593 0.180015 0.16 0.14 0.05
H 2.782041 -2.925989 1.913963 0.36 0.10 0.10
H 4.214092 -5.523714 2.588334 -0.03 0.06 0.07
H 5.781060 -5.142438 2.542699 0.02 0.15 0.16
C -7.083358 0.558072 -3.376502 0.52 -0.45 -0.70
O -5.812637 0.054159 -3.033251 0.41 -0.30 0.37
C -4.741511 0.612228 -3.801526 -1.07 -0.73 0.48
C -3.437382 -0.087631 -3.478063 0.98 0.72 -0.14
C -3.057113 0.091710 -2.016624 0.39 -0.30 0.12
N -2.384165 0.570465 -4.300635 -0.04 -0.24 0.11
H -7.038810 1.635555 -3.564521 -0.23 0.09 0.37
H -7.763732 0.257252 -2.586112 -0.11 0.32 0.08
H -7.419596 0.091265 -4.313830 -0.09 0.05 0.02
H -5.012190 0.457772 -4.852269 0.29 0.51 -0.17
H -4.680783 1.657377 -3.487179 0.32 0.22 -0.61
H -3.404790 -1.143178 -3.757555 -0.69 -0.07 0.28
H -2.601179 1.066626 -1.824333 -0.40 0.23 -0.20
H -2.257251 -0.598305 -1.734625 -0.20 -0.19 0.02
H -3.910182 -0.052638 -1.354796 0.03 -0.04 0.02
H -1.493051 0.322394 -3.878572 0.04 0.16 -0.08
H -2.366331 0.125788 -5.214085 -0.02 0.18 -0.05
C 4.265860 1.016886 1.318109 -0.84 -0.11 1.06
O 4.934066 2.255596 1.266064 -0.09 -0.26 0.01
C 4.014621 3.301972 1.523596 -0.01 0.03 -0.23
C 4.781009 4.614827 1.656262 0.37 0.12 -0.19
C 6.167344 4.410376 2.250420 0.56 -0.02 0.71
N 4.006192 5.608524 2.401286 -0.24 0.09 0.84
H 3.858729 0.891657 2.332151 0.19 -0.23 0.07
H 4.903815 0.168088 1.099296 0.33 0.25 -0.15
H 3.365163 0.969491 0.700523 0.28 0.13 -0.50
H 3.305990 3.281014 0.685795 -0.15 0.50 0.07
H 3.415280 3.147876 2.433730 0.25 -0.33 0.14
H 4.900148 5.019023 0.647386 0.12 0.05 0.01
H 6.835053 3.796546 1.648561 -0.08 0.15 -0.20
H 6.175862 3.948088 3.245961 -0.49 -0.19 -0.13
H 6.631411 5.381120 2.450629 0.04 0.05 -0.43
H 3.757537 5.257495 3.329057 -0.20 -0.46 -0.34
H 4.620398 6.365949 2.694953 0.03 0.15 -0.64
C 6.258237 0.578060 -1.475581 0.19 -0.15 0.03
O 5.405763 0.782684 -2.580075 0.22 0.13 -0.03
C 4.072400 1.015090 -2.186255 0.07 0.39 0.12
C 3.276001 1.422042 -3.404057 -0.53 -0.83 -0.74
C 1.902719 1.906281 -3.008563 -0.84 -0.34 0.46
N 3.098735 0.197139 -4.226948 0.29 0.11 -0.05
H 6.035913 -0.390036 -1.011765 -0.03 0.11 0.23
H 6.179019 1.397277 -0.754716 -0.19 -0.11 0.12
H 7.299898 0.549585 -1.796436 -0.13 -0.03 -0.35
H 3.619624 0.116108 -1.743099 0.02 -0.12 -0.17
H 4.023461 1.779435 -1.397631 0.15 0.21 -0.17
H 3.781910 2.170225 -4.022945 0.27 0.25 0.52
H 1.915370 2.826134 -2.421451 0.06 0.08 -0.17
H 1.397211 1.139230 -2.405896 0.29 0.02 0.16
H 1.209890 2.002815 -3.848206 0.35 0.36 -0.21
H 4.025110 -0.172237 -4.429395 -0.07 -0.07 0.09
H 2.718731 0.448814 -5.134612 -0.10 0.03 0.08
C -7.298444 -0.322030 2.764059 -0.16 -0.09 -0.60
O -6.187758 0.375013 3.268417 -0.22 0.35 0.07
C -5.410254 0.900025 2.230110 1.39 -0.26 0.12
C -4.217355 1.705600 2.798005 -2.26 -0.16 0.39
C -4.724878 2.697323 3.830549 0.70 0.79 0.83
N -3.582889 2.347778 1.665468 1.11 0.37 -0.27
H -7.942903 0.319187 2.147945 -0.04 0.22 0.25
H -7.868996 -0.717457 3.597303 0.03 -0.07 0.05
H -6.993373 -1.121175 2.076770 0.11 -0.21 0.27
H -4.942645 0.059619 1.699804 -0.35 0.10 -0.46
H -5.967213 1.532146 1.528809 -0.30 -0.06 0.05
H -3.600791 0.946124 3.282980 0.55 0.30 -0.15
H -5.380389 3.444629 3.377181 -0.05 -0.08 -0.08
H -3.872898 3.239124 4.268240 0.00 0.10 -0.33
H -5.213888 2.309616 4.724834 -0.22 -0.52 -0.39
H -2.892626 3.025761 1.984596 0.23 -0.40 0.14
H -4.196473 2.957909 1.132170 -0.54 -0.46 0.13
C -5.256627 -3.404785 -2.982388 -0.02 -1.05 -1.01
O -4.996767 -3.853793 -1.674690 0.40 0.58 -0.18
C -3.669094 -3.666173 -1.267592 0.92 -0.42 1.08
C -3.605022 -3.689487 0.254937 -1.07 0.42 0.82
C -4.578969 -2.680077 0.894375 -0.39 -0.69 -0.20
N -2.235697 -3.490192 0.744561 -0.11 0.35 -0.31
H -4.806369 -4.046159 -3.762923 -0.02 -0.41 0.38
H -4.859689 -2.434039 -3.284883 -0.46 0.37 0.88
H -6.333629 -3.512837 -3.092143 -0.02 0.51 -0.20
H -3.004884 -4.494531 -1.549670 -0.12 0.12 -0.62
H -3.227990 -2.719757 -1.600563 -0.22 0.05 -0.30
H -3.975370 -4.665637 0.584326 0.34 -0.16 -0.09
H -4.516552 -2.773582 1.981189 0.29 0.42 0.03
H -5.618108 -2.945874 0.677139 0.09 0.11 -0.31
H -4.399364 -1.667932 0.529984 0.10 0.08 0.19
H -2.256898 -3.557197 1.757734 0.04 -0.25 -0.02
H -2.020476 -2.501665 0.595336 0.16 -0.12 -0.14
O 0.899211 -0.561253 1.786188 -0.42 0.39 -0.27
C 0.674754 0.562546 0.934771 0.57 -0.32 -0.38
C -0.710522 1.125775 1.074827 -0.58 -0.64 -0.29
O -1.617009 0.054167 0.770949 0.01 -0.13 0.37
H 0.174349 -1.150643 1.533719 0.16 -0.21 0.33
H 1.441777 1.306632 1.139477 -0.16 0.12 0.27
H 0.845324 0.237688 -0.101193 -0.17 0.14 -0.06
H -0.923400 1.900287 0.332636 0.41 0.39 0.30
H -0.893869 1.454941 2.101037 0.13 0.25 -0.07
H -2.496299 0.384789 1.006367 0.00 0.07 -0.16


No. 2
108
Properties=species:S:1:pos:R:3:forces:R:3 method="wB97M-V/def2-TZVPD" energy_ev=-48591.7537 charge=0
C -6.484620 0.172449 0.486052 -0.53 0.37 -1.71
C -5.049669 -0.208010 0.105165 -0.49 6.80 6.40
C -4.299985 -0.539527 1.391324 0.09 1.94 -0.72
O -5.031440 -1.161071 -0.687706 0.53 -8.13 -5.48
H -7.063144 0.749106 -0.291386 0.63 -0.82 0.40
H -6.449045 0.803790 1.304686 -0.03 1.43 1.77
H -7.044514 -0.698995 0.794300 -0.14 -0.40 -0.13
H -4.561008 0.627896 -0.401641 0.18 0.87 0.56
H -4.324872 0.402552 1.946382 0.32 -0.21 0.30
H -3.276014 -0.797280 1.176706 0.31 -0.26 0.06
H -4.816423 -1.260799 1.967016 -0.43 -1.02 0.53
H -5.337527 -0.815267 -1.498643 -0.74 -0.28 -1.95
C 0.231541 3.901906 3.528494 -1.82 2.20 -1.22
C 0.789919 4.573596 2.218819 -11.70 -4.77 -2.90
C -0.158905 5.599611 1.512557 -3.60 -1.14 1.08
O 1.780757 5.212763 2.442860 12.15 6.22 3.17
H 0.898480 3.199462 3.846935 1.91 -2.25 0.62
H -0.723093 3.418039 3.301431 -0.03 0.16 0.46
H 0.166356 4.598682 4.423021 -0.34 -0.26 -1.29
H 0.840546 3.852097 1.378420 0.91 -0.37 0.85
H 0.293479 6.101080 0.648152 -0.02 -0.31 0.38
H -0.517497 6.335146 2.278260 0.52 -0.13 -0.58
H -1.138218 5.057316 1.228450 1.41 0.95 -0.06
H 1.625333 5.842894 3.160579 0.31 0.07 -0.19
C -1.820861 -1.730514 -3.560459 -1.49 -0.37 -0.26
C -1.447092 -1.448200 -2.106345 6.42 -3.66 -6.71
C -0.241556 -0.554747 -2.242595 0.33 0.90 1.87
O -2.332636 -0.970635 -1.382872 -6.66 4.97 5.22
H -2.331315 -2.687125 -3.562192 -0.92 0.05 -0.34
H -0.985796 -1.942223 -4.184339 0.94 0.20 -0.25
H -2.392403 -0.903330 -4.041133 0.09 -0.55 0.49
H -1.189327 -2.420678 -1.691956 1.10 -0.57 -0.12
H 0.068543 -0.332983 -1.231482 0.61 0.32 0.28
H -0.377495 0.394413 -2.730366 -1.12 0.66 -0.12
H 0.595057 -0.873962 -2.809412 0.69 -1.37 -0.29
H -3.209225 -1.350305 -1.500285 0.16 -0.17 -0.05
C -2.496084 -5.305652 -1.538583 -0.66 -0.95 -1.27
C -3.449075 -4.415592 -0.769161 3.09 -6.71 6.63
C -2.784097 -3.693632 0.393653 2.69 -2.35 2.30
O -3.965816 -3.526725 -1.426790 -4.92 8.83 -7.23
H -3.040557 -6.054302 -2.171944 0.14 1.09 -0.06
H -1.989787 -6.003562 -0.912270 0.73 -0.12 0.95
H -1.764738 -4.742350 -2.148470 -0.41 -0.19 0.29
H -4.335015 -5.002572 -0.330495 1.42 -0.64 0.11
H -3.512369 -3.278232 1.090515 -0.18 -0.49 0.26
H -2.145934 -2.830478 0.189073 -0.02 -0.21 -0.91
H -2.056736 -4.457120 0.894557 -1.43 1.43 -0.12
H -4.198184 -2.800226 -0.818157 -0.54 -0.24 -0.91
C 1.877635 -3.376901 -1.634022 -1.52 -0.83 0.80
C 1.393265 -4.182891 -2.845225 6.31 -1.97 1.35
C 1.134529 -5.611266 -2.466657 1.88 -2.81 0.44
O 0.403792 -3.828067 -3.565256 -7.31 3.97 -3.97
H 2.108171 -2.350826 -1.699565 -0.24 1.23 -0.80
H 2.683671 -3.747883 -1.029954 0.84 -1.05 -0.56
H 1.104496 -3.482991 -0.901647 -1.00 0.41 0.57
H 2.148917 -4.010060 -3.621655 1.88 -1.31 0.89
H 0.859019 -5.807380 -1.433005 -0.37 0.37 0.11
H 2.060856 -6.177965 -2.572522 0.65 0.12 0.44
H 0.557928 -6.295519 -3.118929 -0.57 1.30 0.02
H 0.674712 -3.743575 -4.491394 -0.62 0.13 0.66
C 1.364468 -1.117719 1.208474 1.14 -0.19 -0.84
C 0.272785 -0.206716 1.641672 -4.93 -7.22 -4.27
C -0.723549 -1.042776 2.470671 -1.20 -0.53 -0.61
O 0.530484 0.849044 2.250495 3.14 7.58 4.35
H 1.059969 -1.927123 0.495292 -0.37 0.75 0.89
H 1.773440 -1.601267 2.099894 0.75 0.14 -0.28
H 2.033744 -0.500682 0.585985 0.59 -0.42 0.70
H -0.224113 0.044184 0.700433 -0.48 -0.10 -0.40
H -1.516004 -0.474973 2.954566 0.21 0.69 0.19
H -0.182665 -1.561159 3.247531 0.07 -0.44 0.28
H -1.345519 -1.721983 1.861099 0.79 -0.28 0.12
H -0.144809 1.508358 2.051716 0.46 0.07 0.09
C 4.633169 1.514647 1.491930 -0.56 -0.07 0.09
C 3.722007 2.579599 2.142203 0.42 -8.00 3.69
C 4.123731 2.683709 3.636394 -2.60 -0.69 1.51
O 3.830583 3.704962 1.644765 0.82 9.52 -3.38
H 5.682343 1.647933 1.754889 0.09 0.44 -0.34
H 4.452305 1.430050 0.425198 0.30 0.33 -0.21
H 4.397413 0.530541 1.862611 -0.37 -0.44 0.44
H 2.664416 2.301621 1.995290 -0.05 -1.23 0.83
H 5.180627 2.857950 3.862882 -0.13 -0.45 -0.35
H 3.638696 1.801093 4.147559 1.16 0.55 -0.07
H 3.566858 3.548642 4.121384 0.53 -0.66 -0.65
H 3.264972 4.243953 2.250833 0.74 0.55 -1.36
C 1.832087 2.117342 -0.940540 -2.24 -0.97 1.17
C 2.516644 3.247586 -1.577804 -4.80 0.78 -3.09
C 1.705541 4.523391 -1.647700 -1.83 -0.01 -1.55
O 3.714806 3.476295 -1.138690 6.56 -2.24 -0.58
H 2.397540 1.211274 -1.048114 0.56 -0.52 0.00
H 0.898926 1.941516 -1.507810 0.24 -0.01 0.37
H 1.558156 2.205151 0.137918 0.35 0.20 -0.79
H 2.586900 2.929980 -2.614365 -0.20 -0.13 -0.93
H 1.412465 4.807809 -0.671758 0.20 0.99 1.06
H 0.716600 4.402625 -2.157602 0.43 -0.76 0.40
H 2.066471 5.312143 -2.327784 0.82 -0.12 0.95
H 4.139948 2.675468 -1.670233 0.20 2.68 2.45
C -2.142420 2.410727 0.947834 1.13 -2.83 0.61
O -0.886075 2.601683 0.276931 -0.51 0.31 0.32
H -2.051760 2.021569 2.050322 0.16 0.86 -2.08
H -2.615486 1.634572 0.356753 -0.56 -0.47 0.41
H -2.762307 3.236547 0.897148 -1.08 2.05 0.25
H -1.105356 2.561638 -0.671597 0.45 -0.01 0.57
C 4.987464 -1.746690 -0.842693 -2.09 -1.27 0.96
O 3.996253 -0.749165 -1.193435 1.07 0.02 -0.51
H 5.523822 -1.545448 0.067261 0.28 1.35 0.16
H 5.702239 -2.126842 -1.561947 -0.15 0.47 -0.72
H 4.391394 -2.587253 -0.452641 0.30 -0.35 -0.54
H 3.405869 -1.075185 -1.902113 0.82 0.01 0.61